C3H3NO | the ωB97M-V functional and the def2-TZVPD basis

Properties
gap between HOMO and LUMO	12.09	eV
E_LUMO	0.815	eV
HOMO energy	-11.27	eV
energy relative to the best compared isomer or geometry (same formula, charge and spin)	176.8	kJ/mol
molecular weight	69.1	g/mol

Last column: Mulliken charge in e.
Atoms and positions in Å:
O -0.9991 0.4288 0.6205  -0.356
N 1.4179 1.8696 -0.7650  -0.406
C 1.0921 0.9306 -0.1740  0.171
C 0.3057 -0.0484 0.5017  0.154
C -0.6741 -0.6120 -0.3197  -0.358
H -0.7600 -0.3741 -1.3530  0.293
H 0.6821 -0.5194 1.4701  0.302
H -1.0646 -1.6752 0.0193  0.199

C3H3NO | the ωB97M-V functional and the def2-TZVPD basis

Properties
gap between HOMO and LUMO	10.92	eV
E_LUMO	0.187	eV
HOMO energy	-10.73	eV
energy relative to the best compared isomer or geometry (same formula, charge and spin)	75.3	kJ/mol
molecular weight	69.1	g/mol

Last column: Mulliken charge in e.
Atoms and positions in Å:
O -1.4659 -1.3997 0.0335  -0.438
N 2.3161 -1.1236 -0.0591  -0.372
C 0.2334 0.4557 0.0284  -0.220
C 1.4059 -0.3830 -0.0680  0.189
C -1.1018 -0.2574 -0.1672  0.010
H 0.2609 1.3500 -0.6694  0.282
H -1.8683 0.4905 -0.2650  0.323
H 0.2198 0.8675 1.1669  0.225